Here is C7H13N in the gas phase in a non-equilibrium geometry from OMol25. Energies are from wB97M-V/def2-TZVPD.

Calculated values
highest occupied orbital energy	-8.28	eV
HOMO-LUMO gap	0.33728	Eh
SMILES string	[H]/N=C\C(=C)CC(C)C
net charge	0
ΔE to the lowest compared entry with this formula, charge and spin	305.7	kJ/mol

Positions of all 21 atoms, in Å:
H1 1.346 0.001 -3.355
N1 1.502 0.942 -2.977
C1 1.052 1.007 -1.783
C2 0.461 -0.150 -1.034
C3 -0.544 -0.857 -1.657
C4 1.245 -0.588 0.123
C5 -0.082 0.246 1.064
C6 -1.431 0.874 0.724
C7 -0.284 -0.746 2.215
H2 1.235 1.932 -1.218
H3 -1.178 -0.387 -2.400
H4 -0.898 -1.799 -1.256
H5 1.216 -1.661 0.308
H6 2.178 -0.044 0.280
H7 0.538 1.071 1.427
H8 -2.162 0.112 0.445
H9 -1.352 1.630 -0.060
H10 -1.828 1.389 1.606
H11 -0.872 -0.294 3.019
H12 -0.803 -1.638 1.852
H13 0.660 -1.040 2.676

---

Here is a molecular structure, C19H23MnNOS in a non-equilibrium geometry from OMol25. Energies are from wB97M-V/def2-TZVPD.

Calculated values
multiplicity	6
highest occupied orbital energy (alpha / beta)	-15.08 / -15.31	eV
HOMO-LUMO gap (alpha / beta)	0.16966 / 0.20379	Eh
net charge	+2
<S²>	9.03

Positions of all 46 atoms, in Å:
C1 2.005 -2.079 0.868
C2 2.568 -0.754 0.288
O1 3.478 -0.890 -0.772
C3 2.879 -1.418 -1.974
C4 1.759 -0.507 -2.532
C5 2.114 0.992 -2.443
C6 0.973 1.932 -2.920
C7 0.736 3.035 -1.872
C8 0.153 2.436 -0.596
C9 0.175 3.119 0.640
C10 -0.292 2.519 1.775
C11 -0.819 1.219 1.735
C12 -0.876 0.537 0.517
C13 -0.396 1.158 -0.598
N1 -1.364 -0.808 0.345
C14 -2.487 -1.118 1.173
C15 -3.450 -1.937 0.638
C16 -4.564 -2.345 1.354
C17 -4.686 -1.903 2.683
C18 -3.766 -1.074 3.241
C19 -2.649 -0.677 2.496
S1 -1.414 0.379 3.172
H1 1.139 -2.470 0.319
H2 2.786 -2.837 1.006
H3 1.624 -1.834 1.919
H4 1.720 -0.088 0.056
H5 3.124 -0.258 1.113
H6 2.479 -2.442 -1.881
H7 3.683 -1.478 -2.720
H8 0.863 -0.721 -1.922
H9 1.521 -0.825 -3.555
H10 2.442 1.244 -1.423
H11 2.993 1.158 -3.086
H12 0.037 1.396 -3.134
H13 1.256 2.413 -3.867
H14 0.017 3.789 -2.233
H15 1.691 3.509 -1.602
H16 0.586 4.127 0.672
H17 -0.241 3.089 2.705
H18 -0.434 0.619 -1.539
H19 -0.581 -1.420 0.588
H20 -3.329 -2.276 -0.392
H21 -5.290 -2.999 0.878
H22 -5.557 -2.257 3.234
H23 -3.915 -0.735 4.267
Mn1 1.308 -0.522 3.379

---

Here is 2 unconnected molecules or ions with the total composition C52H60F6N5O in a non-equilibrium geometry from OMol25. Energies are from wB97M-V/def2-TZVPD.

Calculated values
highest occupied orbital energy	-9.06	eV
HOMO-LUMO gap	0.22390	Eh
net charge	+1

Positions of all 124 atoms, in Å:
C1 2.579 -1.797 2.595
C2 2.061 -2.867 1.637
C3 1.734 -4.150 2.395
C4 3.048 -3.063 0.515
C5 3.930 -4.143 0.558
C6 5.039 -4.165 -0.282
C7 5.250 -3.127 -1.184
C8 4.379 -2.040 -1.271
C9 4.812 -0.935 -2.242
C10 4.714 -1.371 -3.703
C11 6.207 -0.404 -1.902
C12 3.225 -2.040 -0.456
N1 2.368 -0.872 -0.429
N2 2.987 0.338 -0.434
N3 2.011 1.258 -0.561
C13 2.294 2.673 -0.562
C14 1.909 3.439 -1.678
C15 1.629 2.734 -3.001
C16 2.929 2.450 -3.752
C17 0.567 3.448 -3.834
C18 1.873 4.828 -1.558
C19 2.337 5.428 -0.389
C20 2.857 4.654 0.644
C21 2.872 3.260 0.572
C22 3.432 2.445 1.749
C23 2.505 2.511 2.961
C24 4.868 2.842 2.097
C25 0.773 0.656 -0.563
C26 -0.444 1.391 -0.847
C27 -0.812 2.505 -0.078
C28 -2.032 3.127 -0.308
C29 -2.488 4.103 0.740
F1 -3.593 4.816 0.379
F2 -2.799 3.448 1.920
F3 -1.501 5.003 1.064
C30 -2.835 2.784 -1.385
C31 -2.454 1.703 -2.183
C32 -3.391 1.214 -3.266
F4 -2.839 0.204 -4.012
F5 -4.559 0.719 -2.743
F6 -3.734 2.216 -4.133
C33 -1.281 1.007 -1.923
C34 0.958 -0.695 -0.438
C35 -0.117 -1.625 -0.243
H1 2.832 -0.868 2.070
H2 1.846 -1.564 3.375
H3 3.495 -2.160 3.083
H4 1.141 -2.515 1.162
H5 1.475 -4.962 1.702
H6 2.581 -4.468 3.020
H7 0.877 -3.975 3.057
H8 3.769 -4.958 1.266
H9 5.750 -4.990 -0.232
H10 6.122 -3.151 -1.844
H11 4.120 -0.106 -2.105
H12 3.705 -1.740 -3.918
H13 4.916 -0.524 -4.371
H14 5.427 -2.169 -3.949
H15 6.253 -0.102 -0.849
H16 6.989 -1.155 -2.078
H17 6.447 0.477 -2.511
H18 1.203 1.760 -2.737
H19 3.591 1.839 -3.123
H20 2.732 1.898 -4.678
H21 3.451 3.382 -4.003
H22 -0.330 3.622 -3.220
H23 0.930 4.408 -4.227
H24 0.273 2.817 -4.683
H25 1.488 5.446 -2.374
H26 2.307 6.514 -0.288
H27 3.240 5.133 1.550
H28 3.466 1.410 1.395
H29 1.495 2.167 2.697
H30 2.873 1.874 3.775
H31 2.429 3.539 3.345
H32 5.512 2.746 1.216
H33 4.929 3.875 2.462
H34 5.267 2.184 2.877
H35 -0.170 2.812 0.739
H36 -3.768 3.315 -1.570
H37 -1.002 0.147 -2.536
H38 -0.651 -1.441 0.732
H39 0.046 -2.654 -0.605
C36 -1.990 -2.057 3.085
N4 -3.082 -1.118 3.226
C37 -3.823 -0.542 2.249
C38 -3.481 -0.717 0.827
C39 -3.006 -2.020 0.427
C40 -2.155 -2.184 -0.667
C41 -2.077 -3.559 -1.252
C42 -1.763 -3.775 -2.607
C43 -1.683 -5.084 -3.121
C44 -1.902 -6.193 -2.288
C45 -2.216 -5.983 -0.939
C46 -2.251 -4.677 -0.423
O1 -3.597 0.229 0.016
N5 -4.749 0.253 2.869
C47 -5.981 0.866 2.255
C48 -6.802 1.520 3.353
C49 -6.791 -0.224 1.562
C50 -5.601 1.934 1.246
C51 -4.556 0.157 4.237
C52 -3.531 -0.691 4.461
H40 -1.533 -2.148 4.070
H41 -2.319 -3.049 2.750
H42 -1.234 -1.685 2.391
H43 -3.456 -2.862 0.961
H44 -2.159 -1.341 -1.376
H45 -1.554 -2.918 -3.251
H46 -1.427 -5.232 -4.170
H47 -1.875 -7.205 -2.702
H48 -2.405 -6.824 -0.270
H49 -2.381 -4.533 0.658
H50 -6.231 2.306 3.866
H51 -7.687 1.995 2.906
H52 -7.159 0.785 4.085
H53 -6.248 -0.652 0.711
H54 -7.051 -1.018 2.272
H55 -7.725 0.214 1.186
H56 -5.076 1.496 0.390
H57 -6.520 2.424 0.876
H58 -4.964 2.705 1.701
H59 -5.187 0.670 4.952
H60 -3.093 -1.031 5.387

---

Here is a molecular structure, H16O8Sn in a non-equilibrium geometry from OMol25. Energies are from wB97M-V/def2-TZVPD.

Calculated values
highest occupied orbital energy	-17.01	eV
HOMO-LUMO gap	0.38433	Eh
net charge	+2
ΔE to the lowest compared entry with this formula, charge and spin	52.2	kJ/mol

Positions of all 25 atoms, in Å:
Sn1 0.371 0.145 0.066
O1 1.365 0.697 -2.308
H1 0.765 0.942 -2.975
H2 1.813 0.013 -2.793
O2 1.149 2.419 0.606
H3 0.633 3.137 0.208
H4 1.442 2.856 1.423
O3 1.145 -0.006 2.629
H5 0.987 0.886 2.952
H6 0.832 -0.625 3.342
O4 1.804 -1.907 -0.731
H7 2.619 -2.225 -0.342
H8 1.695 -2.454 -1.509
O5 -1.424 1.377 -1.096
H9 -2.202 1.003 -1.565
H10 -1.074 1.881 -1.816
O6 -0.551 -1.913 1.115
H11 0.133 -2.340 1.631
H12 -1.398 -1.926 1.561
O7 -1.096 -1.430 -1.765
H13 -2.008 -1.797 -1.746
H14 -1.140 -0.991 -2.590
O8 -1.601 0.631 1.677
H15 -2.376 1.166 1.467
H16 -1.883 0.461 2.559

---

Here is 9 unconnected molecules or ions with the total composition C32H56ClN8O4 in a non-equilibrium geometry from OMol25. Energies are from wB97M-V/def2-TZVPD.

Calculated values
multiplicity	2
highest occupied orbital energy (alpha / beta)	-11.11 / -11.10	eV
HOMO-LUMO gap (alpha / beta)	0.41745 / 0.17426	Eh
net charge	0
<S²>	0.76
ΔE to the lowest compared entry with this formula, charge and spin	0.0	kJ/mol

Positions of all 101 atoms, in Å:
Cl1 -0.838 -1.275 -0.316
O1 -1.520 -2.563 -0.148
O2 -0.546 -1.080 -1.682
O3 -1.693 -0.251 0.202
O4 0.421 -1.225 0.381
C1 3.898 -4.584 -3.271
C2 3.951 -3.846 -1.947
C3 2.615 -3.344 -1.360
C4 1.600 -4.356 -1.244
N1 0.759 -5.168 -1.102
H1 4.930 -4.608 -3.619
H2 3.325 -4.101 -4.063
H3 3.472 -5.568 -3.072
H4 4.583 -2.990 -2.181
H5 4.450 -4.462 -1.199
H6 2.189 -2.561 -1.988
H7 2.769 -2.873 -0.389
C5 4.818 -0.565 0.234
C6 5.010 -1.487 1.460
C7 3.659 -1.791 2.106
C8 3.115 -0.674 2.910
N2 2.642 0.208 3.506
H8 4.546 0.448 0.528
H9 4.102 -0.862 -0.533
H10 5.809 -0.461 -0.209
H11 5.690 -0.986 2.148
H12 5.385 -2.431 1.065
H13 3.740 -2.655 2.766
H14 2.860 -1.995 1.393
C9 1.199 -3.542 5.289
C10 -0.243 -3.099 4.914
C11 -0.257 -2.629 3.402
C12 0.157 -3.661 2.470
N3 0.434 -4.512 1.701
H15 1.479 -4.363 4.629
H16 1.102 -3.936 6.300
H17 1.973 -2.774 5.275
H18 -0.554 -2.290 5.575
H19 -1.007 -3.860 5.067
H20 0.344 -1.733 3.243
H21 -1.269 -2.340 3.117
C13 -7.100 1.368 2.060
C14 -5.688 1.642 1.532
C15 -4.797 0.355 1.362
C16 -5.376 -0.713 0.599
N4 -5.896 -1.562 -0.047
H22 -7.005 1.016 3.087
H23 -7.574 0.561 1.502
H24 -7.802 2.202 2.064
H25 -5.154 2.323 2.195
H26 -5.729 2.218 0.608
H27 -4.440 -0.085 2.293
H28 -3.910 0.754 0.871
C17 0.034 3.040 4.707
C18 -1.131 3.212 3.693
C19 -1.510 2.017 2.727
C20 -2.059 0.843 3.431
N5 -2.569 -0.040 4.025
H29 0.170 3.917 5.340
H30 1.001 2.818 4.257
H31 -0.159 2.174 5.340
H32 -0.874 4.058 3.054
H33 -2.061 3.544 4.155
H34 -0.638 1.693 2.158
H35 -2.229 2.283 1.953
C21 0.870 1.007 -5.853
C22 0.693 -0.038 -4.708
C23 1.093 -1.471 -5.030
C24 2.510 -1.570 -5.327
N6 3.650 -1.693 -5.591
H36 0.042 0.910 -6.556
H37 1.840 0.911 -6.339
H38 0.826 1.974 -5.352
H39 -0.339 -0.031 -4.357
H40 1.276 0.303 -3.852
H41 0.669 -1.756 -5.993
H42 0.765 -2.229 -4.319
C25 -2.127 2.887 -3.500
C26 -2.718 2.751 -2.123
C27 -4.185 3.202 -1.997
C28 -4.406 4.572 -2.382
N7 -4.631 5.661 -2.620
H43 -1.865 3.914 -3.755
H44 -2.906 2.598 -4.205
H45 -1.209 2.308 -3.597
H46 -2.101 3.358 -1.461
H47 -2.662 1.739 -1.723
H48 -4.507 3.129 -0.958
H49 -4.808 2.585 -2.644
C29 1.784 2.737 -2.253
C30 1.369 1.858 -1.014
C31 1.602 2.615 0.316
C32 0.722 3.784 0.481
N8 0.025 4.706 0.601
H50 2.738 3.242 -2.097
H51 1.158 3.622 -2.374
H52 1.815 2.160 -3.177
H53 1.977 0.954 -1.032
H54 0.358 1.466 -1.124
H55 2.608 3.031 0.371
H56 1.469 2.014 1.215

---

Here is 5 unconnected molecules or ions with the total composition C19H48BN5O8 in a non-equilibrium geometry from OMol25. Energies are from wB97M-V/def2-TZVPD.

Calculated values
highest occupied orbital energy	-9.32	eV
HOMO-LUMO gap	0.34855	Eh
SMILES string	O=C=NB(O)CC(=O)O.COC[C@@H](C)N.COC[C@@H](C)N.COC[C@@H](C)N.COC[C@@H](C)N
net charge	0

Positions of all 81 atoms, in Å:
O1 -3.720 0.432 -5.115
C1 -2.609 0.358 -4.788
N1 -1.367 0.408 -4.813
B1 -0.895 -0.557 -3.770
O2 -0.841 -1.958 -3.956
C2 -0.347 -0.014 -2.327
C3 1.189 0.269 -2.567
O3 2.064 -0.430 -2.123
O4 1.441 1.385 -3.387
H1 0.032 -2.205 -3.554
H2 -0.872 0.944 -2.038
H3 -0.445 -0.800 -1.524
H4 1.955 1.109 -4.168
C4 -1.648 2.579 3.592
O5 -0.562 2.965 2.769
C5 0.258 1.891 2.332
C6 -0.267 1.154 1.089
C7 -1.413 0.193 1.392
N2 -0.695 2.087 0.040
H5 -1.394 1.738 4.244
H6 -2.519 2.336 2.979
H7 -1.915 3.432 4.220
H8 1.219 2.345 2.068
H9 0.459 1.195 3.155
H10 0.561 0.554 0.692
H11 -2.355 0.710 1.579
H12 -1.581 -0.477 0.544
H13 -1.184 -0.427 2.262
H14 0.098 2.669 -0.222
H15 -1.346 2.747 0.463
C8 2.524 -2.307 1.293
O6 2.803 -1.615 2.499
C9 4.186 -1.497 2.808
C10 4.892 -0.321 2.108
C11 5.211 -0.591 0.640
N3 4.108 0.915 2.205
H16 3.234 -3.120 1.111
H17 2.517 -1.613 0.448
H18 1.523 -2.735 1.375
H19 4.230 -1.321 3.888
H20 4.708 -2.445 2.628
H21 5.846 -0.161 2.621
H22 4.326 -0.543 0.003
H23 5.915 0.153 0.263
H24 5.670 -1.575 0.514
H25 3.972 1.138 3.189
H26 3.168 0.700 1.875
C12 1.354 -5.119 -4.139
O7 1.612 -4.263 -3.035
C13 2.044 -4.936 -1.860
C14 3.552 -5.246 -1.823
C15 3.949 -6.438 -2.687
N4 4.354 -4.082 -2.221
H27 0.934 -6.079 -3.828
H28 2.266 -5.272 -4.719
H29 0.632 -4.620 -4.787
H30 1.822 -4.252 -1.035
H31 1.443 -5.838 -1.686
H32 3.808 -5.498 -0.788
H33 3.943 -6.205 -3.752
H34 4.962 -6.765 -2.438
H35 3.278 -7.285 -2.518
H36 4.150 -3.312 -1.587
H37 3.992 -3.757 -3.116
C16 -6.871 3.079 0.883
O8 -5.630 3.082 1.569
C17 -4.768 4.160 1.229
C18 -5.058 5.467 1.991
C19 -6.267 6.226 1.456
N5 -5.244 5.228 3.427
H38 -6.774 3.448 -0.142
H39 -7.609 3.668 1.431
H40 -7.232 2.050 0.848
H41 -3.762 3.826 1.505
H42 -4.755 4.320 0.144
H43 -4.186 6.118 1.864
H44 -7.213 5.761 1.737
H45 -6.282 7.243 1.855
H46 -6.233 6.300 0.365
H47 -4.399 4.799 3.799
H48 -5.946 4.496 3.524

---

Number 1: total energy -8956.76454 eV. Number 2: total energy -65749.68892 eV. Number 3: total energy -80693.11788 eV. Number 4: total energy -22456.46468 eV. Number 5: total energy -66712.16282 eV. Number 6: total energy -44988.10614 eV.